Model i:
95
Properties=species:S:1:pos:R:3:mulliken_spin:R:1 method="wB97M-V/def2-TZVPD" charge=+3 orbital_gap_ha="0.2470 / 0.1937" e_homo_ev="-14.908 / -14.908" lumo_energy_ev="-8.187 / -9.638" spin_multiplicity=2
Zr 0.363 -0.799 -0.653 -0.001
C -3.691 -1.917 0.294 -0.002
Se -1.896 -2.190 0.978 0.000
C -1.968 -4.143 0.816 0.000
C -0.786 -4.807 1.479 0.000
Se 0.900 -4.425 0.569 0.000
C 1.031 -6.140 -0.344 0.000
H -3.772 -2.302 -0.721 0.000
H -3.902 -0.853 0.303 0.002
H -4.382 -2.441 0.949 0.000
H -2.032 -4.381 -0.246 0.000
H -2.901 -4.425 1.306 0.000
H -0.909 -5.889 1.455 0.000
H -0.696 -4.509 2.520 0.000
H 0.969 -6.935 0.395 0.000
H 2.001 -6.176 -0.831 0.000
H 0.245 -6.240 -1.088 0.000
Cl 1.858 -3.946 -2.621 0.000
C 2.922 -2.836 -1.826 0.000
C 2.430 -1.682 -1.212 -0.001
C 3.406 -0.827 -0.746 0.000
Cl 2.754 0.689 -0.134 0.000
C 4.773 -1.036 -0.755 0.000
Cl 5.847 0.129 -0.108 0.000
C 5.221 -2.230 -1.311 0.000
Cl 6.889 -2.583 -1.338 0.000
C 4.292 -3.125 -1.862 0.000
Cl 4.854 -4.570 -2.581 0.000
N -2.039 2.734 -4.029 0.184
C -3.420 2.839 -4.041 0.127
C -4.126 2.712 -5.236 -0.038
C -5.496 2.849 -5.226 0.069
C -6.188 3.113 -4.033 0.046
C -5.504 3.235 -2.846 -0.011
C -4.113 3.094 -2.845 0.116
S -3.240 3.225 -1.369 0.400
N -1.660 3.078 -1.741 0.146
C -1.239 2.877 -2.952 -0.018
C 0.224 2.816 -3.258 -0.009
C 0.709 3.746 -4.166 -0.009
C 2.041 3.678 -4.546 0.000
C 2.809 2.648 -4.035 0.000
C 2.228 1.768 -3.132 0.003
N 0.965 1.850 -2.707 -0.002
H -1.585 2.531 -4.912 -0.010
H -3.596 2.519 -6.160 -0.001
H -6.045 2.757 -6.153 0.003
H -7.264 3.221 -4.047 0.003
H -6.030 3.440 -1.922 -0.002
H 0.062 4.522 -4.557 -0.002
H 2.457 4.398 -5.237 0.000
H 3.841 2.519 -4.330 0.000
H 2.810 0.939 -2.749 0.001
O 0.887 -1.407 1.338 0.001
S 2.169 -1.365 2.229 0.000
C 2.038 0.183 3.147 0.000
C 0.892 0.406 4.138 0.000
C -0.077 1.538 3.779 0.000
C -1.237 1.165 2.850 0.000
S -1.215 1.704 1.128 0.020
O -0.038 0.958 0.464 -0.015
C -0.626 3.366 1.306 -0.003
C 0.620 3.726 0.822 0.001
C 1.038 5.040 0.982 0.001
C 0.212 5.964 1.610 0.000
C -1.041 5.586 2.076 0.001
C -1.474 4.279 1.920 0.001
C 1.926 -2.579 3.480 0.000
C 3.081 -3.206 3.927 0.000
C 2.984 -4.136 4.950 0.000
C 1.745 -4.437 5.496 0.000
C 0.592 -3.815 5.023 0.000
C 0.676 -2.875 4.010 0.000
H 2.056 0.938 2.364 0.000
H 3.010 0.224 3.646 0.000
H 1.348 0.659 5.095 0.000
H 0.333 -0.510 4.327 0.000
H 0.467 2.403 3.392 0.000
H -0.532 1.876 4.711 0.000
H -2.174 1.609 3.197 0.000
H -1.406 0.085 2.786 -0.001
H 1.241 2.998 0.318 -0.001
H 2.011 5.342 0.618 0.000
H 0.547 6.985 1.737 0.000
H -1.681 6.310 2.562 0.000
H -2.453 3.982 2.281 -0.001
H 4.041 -2.973 3.480 0.000
H 3.875 -4.631 5.312 0.000
H 1.671 -5.164 6.293 0.000
H -0.370 -4.060 5.452 0.000
H -0.217 -2.404 3.617 0.000
Cl -1.970 -0.168 -1.734 0.003
Ge -1.334 -2.511 -2.715 -0.001
Cl 0.453 -1.107 -3.370 0.001
Cl -2.490 -2.500 -4.501 0.000


Model ii:
95
Properties=species:S:1:pos:R:3:mulliken_spin:R:1 method="wB97M-V/def2-TZVPD" charge=+3 orbital_gap_ha="0.2278 / 0.1614" e_homo_ev="-15.124 / -15.121" lumo_energy_ev="-8.924 / -10.729" spin_multiplicity=2
Zr 0.309 1.662 -0.172 -0.004
C 4.055 2.610 2.669 0.001
Se 2.997 1.200 1.848 0.011
C 4.458 0.356 0.851 0.000
C 4.727 1.068 -0.457 0.002
Se 3.152 0.972 -1.611 0.000
C 3.932 2.014 -3.058 0.000
H 4.896 2.150 3.181 0.000
H 3.417 3.115 3.392 0.000
H 4.398 3.320 1.922 0.001
H 4.170 -0.679 0.687 0.001
H 5.323 0.378 1.506 0.000
H 5.545 0.596 -0.998 0.000
H 4.971 2.117 -0.301 0.001
H 4.215 3.001 -2.693 0.000
H 3.202 2.117 -3.856 0.000
H 4.807 1.487 -3.428 0.000
Cl -2.025 3.244 2.606 0.003
C -0.393 3.834 2.442 -0.007
C 0.496 3.275 1.494 0.011
C 1.576 4.129 1.266 0.001
Cl 2.497 3.725 -0.148 0.001
C 1.885 5.297 1.933 0.000
Cl 3.250 6.220 1.486 0.000
C 1.049 5.702 2.961 0.000
Cl 1.399 7.106 3.857 0.000
C -0.117 4.982 3.191 -0.001
Cl -1.230 5.541 4.362 0.000
N -2.538 -0.481 2.986 0.188
C -1.914 -1.203 3.983 0.130
C -2.603 -2.171 4.702 -0.041
C -1.933 -2.885 5.674 0.077
C -0.568 -2.658 5.935 0.041
C 0.126 -1.708 5.222 -0.009
C -0.555 -0.972 4.246 0.131
S 0.280 0.247 3.372 0.419
N -0.643 0.526 2.035 0.135
C -1.914 0.207 2.033 -0.055
C -2.716 0.652 0.877 -0.042
C -4.089 0.728 0.941 -0.005
C -4.801 1.113 -0.190 0.005
C -4.101 1.390 -1.342 -0.003
C -2.718 1.341 -1.306 0.001
N -2.018 0.994 -0.218 0.001
H -3.527 -0.656 2.876 -0.009
H -3.657 -2.354 4.512 0.001
H -2.472 -3.634 6.244 0.002
H -0.064 -3.221 6.712 0.002
H 1.177 -1.516 5.417 -0.002
H -4.621 0.547 1.869 0.001
H -5.882 1.184 -0.157 0.000
H -4.603 1.667 -2.260 0.000
H -2.151 1.585 -2.190 -0.001
O 0.172 0.400 -2.118 -0.002
S 0.434 0.163 -3.626 0.000
C 1.572 -1.246 -3.856 0.000
C 1.148 -2.637 -3.419 0.000
C 0.751 -2.686 -1.944 0.001
C 1.936 -2.607 -0.985 0.002
S 1.517 -1.791 0.593 -0.002
O 1.094 -0.365 0.193 0.003
C 0.068 -2.754 1.003 0.024
C 0.280 -3.888 1.780 -0.006
C -0.795 -4.715 2.072 0.003
C -2.066 -4.399 1.605 -0.005
C -2.265 -3.253 0.837 0.003
C -1.194 -2.423 0.535 0.006
C -1.034 -0.589 -4.276 0.000
C -2.066 -1.006 -3.453 0.000
C -3.190 -1.583 -4.031 0.000
C -3.265 -1.738 -5.410 0.000
C -2.225 -1.301 -6.223 0.000
C -1.101 -0.716 -5.658 0.000
H 2.491 -0.929 -3.373 0.000
H 1.735 -1.210 -4.938 0.000
H 1.979 -3.316 -3.633 0.000
H 0.298 -2.981 -4.009 0.000
H 0.162 -3.580 -1.752 0.000
H 0.119 -1.823 -1.763 0.000
H 2.750 -1.996 -1.383 0.000
H 2.332 -3.586 -0.699 0.000
H 1.278 -4.144 2.130 0.000
H -0.638 -5.617 2.652 0.001
H -2.904 -5.050 1.829 0.000
H -3.251 -3.024 0.446 0.000
H -1.332 -1.544 -0.076 -0.013
H -1.991 -0.884 -2.380 -0.001
H -4.011 -1.914 -3.404 0.000
H -4.139 -2.200 -5.856 0.000
H -2.291 -1.407 -7.299 0.000
H -0.293 -0.356 -6.289 0.000
Cl -0.954 3.685 -0.879 0.000
Ge 0.629 3.395 -2.657 0.000
Cl 0.822 5.485 -3.091 0.000
Cl -1.020 2.871 -4.100 0.000


Quick one: most stable of them? model i


Model i:
71
Properties=species:S:1:pos:R:3:mulliken_spin:R:1 method="wB97M-V/def2-TZVPD" charge=-1 orbital_gap_ha="0.1987 / 0.1891" e_homo_ev="-4.552 / -4.544" lumo_energy_ev="0.854 / 0.601" spin_multiplicity=2
Cu 1.952 0.345 0.246 0.504
N 4.575 -2.658 1.480 0.003
C 4.078 -3.061 2.747 0.001
C 4.951 -3.383 3.772 0.000
C 4.452 -3.747 5.016 0.000
C 3.084 -3.748 5.243 0.000
C 2.213 -3.397 4.220 0.000
C 2.707 -3.089 2.962 -0.001
S 1.622 -2.769 1.612 0.001
N 2.572 -1.667 0.745 0.015
C 3.844 -1.767 0.731 0.005
C 4.555 -0.851 -0.198 0.008
C 5.815 -1.104 -0.699 0.002
C 6.348 -0.221 -1.637 -0.001
C 5.601 0.867 -2.032 0.000
C 4.341 1.053 -1.472 -0.004
N 3.832 0.215 -0.578 0.045
H 5.568 -2.484 1.472 0.000
H 6.020 -3.353 3.597 0.000
H 5.138 -4.012 5.810 0.000
H 2.691 -4.008 6.217 0.000
H 1.145 -3.364 4.391 0.000
H 6.360 -1.993 -0.411 0.001
H 7.327 -0.406 -2.060 0.000
H 5.937 1.572 -2.779 0.000
H 3.730 1.883 -1.807 0.002
C 1.575 -0.877 -2.684 0.008
C 0.272 -1.607 -2.572 -0.001
C -0.147 -2.420 -3.612 0.000
C -1.364 -3.077 -3.559 0.000
Cl -1.851 -4.097 -4.888 0.000
C -2.201 -2.917 -2.477 0.000
C -1.795 -2.109 -1.423 0.001
C -0.559 -1.475 -1.452 0.005
O -0.111 -0.700 -0.409 0.020
C -0.989 -0.576 0.707 -0.005
C -0.344 0.134 1.899 0.002
O -1.064 0.264 2.878 0.006
O 0.889 0.478 1.823 0.089
H 1.849 -0.748 -3.731 0.000
H 2.376 -1.419 -2.172 0.000
H 1.489 0.131 -2.277 0.002
H 0.475 -2.516 -4.493 0.000
H -3.165 -3.406 -2.451 0.000
H -2.470 -1.972 -0.592 0.000
H -1.279 -1.567 1.064 0.000
H -1.885 -0.026 0.417 -0.003
C -9.366 4.317 0.915 0.000
C -7.872 4.154 0.756 0.000
O -7.102 5.074 0.785 0.000
S -7.393 2.449 0.568 0.000
C -5.632 2.569 0.414 0.006
C -4.827 2.244 1.498 -0.003
C -3.447 2.282 1.375 0.008
C -2.870 2.650 0.156 -0.007
C -3.687 2.975 -0.933 0.008
C -5.062 2.933 -0.801 -0.003
C -1.453 2.659 -0.011 0.020
C -0.260 2.598 -0.163 -0.009
H -9.665 5.262 0.465 0.000
H -9.596 4.350 1.981 0.000
H -9.917 3.492 0.466 0.000
H -5.281 1.961 2.439 0.000
H -2.808 2.015 2.208 0.002
H -3.221 3.234 -1.875 0.000
H -5.697 3.178 -1.642 0.000
Se 0.428 5.391 -2.984 0.043
Sb 0.889 3.122 -3.488 -0.008
Se -0.886 1.560 -3.759 -0.003
Se 3.048 2.555 -4.403 -0.001
Se 1.517 2.629 -0.553 0.244


Model ii:
71
Properties=species:S:1:pos:R:3:mulliken_spin:R:1 method="wB97M-V/def2-TZVPD" charge=-1 orbital_gap_ha="0.2042 / 0.1838" e_homo_ev="-4.517 / -4.478" lumo_energy_ev="1.039 / 0.524" spin_multiplicity=2
Cu 0.739 -0.979 1.620 -0.036
N -3.509 -2.381 2.026 0.000
C -3.762 -3.759 1.965 0.000
C -5.069 -4.213 1.890 0.000
C -5.345 -5.576 1.843 0.000
C -4.313 -6.493 1.858 0.000
C -2.997 -6.044 1.924 0.000
C -2.724 -4.692 1.986 0.000
S -1.028 -4.137 2.077 0.000
N -1.170 -2.502 1.986 -0.001
C -2.243 -1.825 1.971 0.002
C -2.124 -0.355 1.915 0.000
C -3.221 0.493 2.054 -0.001
C -3.041 1.865 2.026 0.001
C -1.764 2.372 1.867 -0.001
C -0.723 1.471 1.722 0.003
N -0.899 0.156 1.737 -0.005
H -4.311 -1.789 1.921 0.000
H -5.882 -3.496 1.872 0.000
H -6.373 -5.908 1.796 0.000
H -4.519 -7.554 1.818 0.000
H -2.174 -6.747 1.934 0.000
H -4.214 0.096 2.209 0.000
H -3.888 2.529 2.133 0.000
H -1.571 3.435 1.861 0.000
H 0.296 1.810 1.582 -0.001
C 1.756 2.097 -0.519 0.001
C 2.591 2.908 0.420 0.003
C 3.234 4.042 -0.055 0.000
C 3.981 4.846 0.786 0.000
Cl 4.716 6.292 0.163 0.000
C 4.132 4.516 2.116 0.001
C 3.519 3.370 2.599 0.004
C 2.747 2.568 1.767 -0.013
O 2.093 1.441 2.231 0.004
C 2.044 1.326 3.647 -0.003
C 1.165 0.185 4.177 -0.001
O 0.786 0.303 5.331 0.000
O 0.895 -0.848 3.446 -0.004
H 1.732 2.565 -1.502 0.000
H 0.733 1.982 -0.157 0.000
H 2.160 1.094 -0.644 -0.002
H 3.161 4.278 -1.108 0.000
H 4.711 5.139 2.782 0.000
H 3.672 3.104 3.632 0.002
H 1.658 2.256 4.074 0.000
H 3.040 1.139 4.060 0.001
C 0.128 3.008 -7.804 0.000
C 0.418 1.769 -7.007 0.000
O 1.461 1.505 -6.486 0.000
S -1.052 0.724 -6.844 0.000
C -0.730 -0.071 -5.281 0.000
C -1.636 0.168 -4.252 0.000
C -1.356 -0.294 -2.980 0.000
C -0.155 -0.966 -2.718 0.000
C 0.710 -1.254 -3.773 0.000
C 0.418 -0.818 -5.056 0.000
C 0.197 -1.209 -1.355 0.001
C 0.439 -1.201 -0.170 0.003
H 1.038 3.394 -8.258 0.000
H -0.242 3.751 -7.095 0.000
H -0.646 2.828 -8.549 0.000
H -2.530 0.746 -4.448 0.000
H -2.035 -0.103 -2.160 0.000
H 1.626 -1.797 -3.580 0.000
H 1.103 -1.017 -5.866 0.000
Se 5.641 -0.547 3.357 0.040
Sb 4.819 -1.725 1.374 -0.068
Se 5.622 -0.700 -0.703 0.099
Se 5.701 -4.051 1.381 0.937
Se 2.362 -2.517 1.431 0.034


Quick one: most stable of them? model i